Molecular formula: C21H29N3O5Ru
Method: DFT, the ωB97M-V functional and the def2-TZVPD basis

Results
HOMO	-18.723	eV
energy above the lowest of the compared OMol25 structures with the same formula, charge and spin	0.00	kcal per mole
orbital gap	3.63	eV
energy	-1451.36683	Eh
charge	+4
E_LUMO	-0.55480	Ha
2S+1	1

Last column: Löwdin charge in e.
Positions of all 59 atoms, in Å:
Ru: 3.221960 0.290191 0.820898  1.2519
C: 4.901203 0.384946 3.050260  -0.1195
C: 4.182742 1.700385 3.238891  -0.0842
O: 3.029865 1.788844 2.322580  -0.2434
C: 2.917022 3.104771 1.684001  -0.0879
C: 2.737263 2.953596 0.183316  -0.1115
O: 3.672108 1.934356 -0.259293  -0.2548
C: 3.553107 1.529138 -1.650368  -0.1111
C: 4.494374 0.361048 -1.842565  -0.0917
O: 4.299324 -0.625961 -0.774856  -0.2428
C: 5.571429 -1.168492 -0.268708  -0.0844
C: 5.600925 -1.099140 1.243844  -0.1177
O: 5.129422 0.222162 1.624456  -0.2567
H: 4.314002 -0.466237 3.410164  0.1355
H: 5.855318 0.403124 3.579096  0.1631
H: 4.859951 2.522372 3.017302  0.1403
H: 3.818482 1.796836 4.260427  0.1565
H: 3.821113 3.671047 1.894228  0.1395
H: 2.065607 3.627938 2.116422  0.1523
H: 2.960582 3.893346 -0.323199  0.1600
H: 1.729030 2.624475 -0.078733  0.1195
H: 3.838586 2.360361 -2.296041  0.1609
H: 2.511772 1.255126 -1.837057  0.1235
H: 5.523182 0.713351 -1.807499  0.1414
H: 4.314583 -0.120624 -2.802851  0.1556
H: 6.385031 -0.579136 -0.684725  0.1395
H: 5.667302 -2.198505 -0.607884  0.1549
H: 6.617016 -1.251646 1.610418  0.1625
H: 4.943641 -1.845566 1.702411  0.1343
C: -9.403263 -0.241127 -1.020164  0.0592
C: -8.015393 -0.488282 -1.314566  -0.0675
C: -7.598195 -0.781300 -2.671951  0.0734
C: -6.307501 -1.007709 -2.951472  0.1096
C: -5.306887 -0.982708 -1.874060  -0.1076
N: -4.076484 -1.264299 -2.178372  0.2809
C: -2.930892 -1.628576 -1.269384  -0.4399
O: -2.706896 -2.788070 -1.176225  0.2255
N: -2.274857 -0.577366 -0.721508  0.1690
C: -1.068380 -0.797747 0.023194  -0.1672
C: -1.006390 -1.800188 0.979466  0.0514
C: 0.184191 -2.005857 1.664805  0.0297
C: 1.240624 -1.180209 1.361477  -0.1202
N: 1.188525 -0.203438 0.451360  -0.0415
C: 0.056408 -0.007704 -0.221661  -0.0170
C: -5.726465 -0.700410 -0.500684  0.0969
C: -7.024827 -0.487622 -0.244242  0.0779
H: -9.820463 -1.271885 -0.870536  0.1968
H: -9.973924 0.153012 -1.863671  0.1395
H: -9.584781 0.283127 -0.082568  0.1327
H: -8.348522 -0.802593 -3.453600  0.1626
H: -5.980437 -1.221228 -3.963875  0.1587
H: -3.900737 -1.577270 -3.136682  0.2030
H: -2.465147 0.353261 -1.067487  0.1709
H: -1.862202 -2.426152 1.190840  0.1400
H: 0.276376 -2.782680 2.410532  0.1435
H: 2.208508 -1.326486 1.884935  0.1196
H: 0.046741 0.778874 -0.966740  0.1312
H: -4.987807 -0.697992 0.291112  0.1445
H: -7.366864 -0.301482 0.766792  0.1587

Atoms 1-2, force components in eV/Å:
0.03 0.13 0.11
-0.02 0.00 -0.05



Molecular formula: C21H29N4O6V
Method: DFT, the ωB97M-V functional and the def2-TZVPD basis

Results
HOMO (alpha / beta)	-4.029 / -4.054	eV
energy above the lowest of the compared OMol25 structures with the same formula, charge and spin	0.00	kcal per mole
<S²>	0.774
orbital gap (alpha / beta)	6.52 / 6.55	eV
energy	-2432.01027	Eh
charge	-1
E_LUMO (alpha / beta)	0.09159 / 0.09158	Ha
2S+1	2

Last column: Löwdin charge in e.
Positions of all 61 atoms, in Å:
O: -9.611838 26.108285 -5.787399  -0.2987
V: -9.338113 27.266099 -6.794744  0.9234
C: -10.026494 24.086494 -9.924853  -0.0735
C: -9.432285 25.311511 -9.238842  -0.5991
C: -8.507412 26.084341 -10.181168  -0.0843
O: -10.292143 26.082521 -8.442908  -0.3019
H: -10.918217 24.315923 -10.514352  0.0675
H: -10.293429 23.361934 -9.151511  0.0665
H: -9.265275 23.613342 -10.548935  0.0627
H: -8.740768 24.962667 -8.446389  0.1057
H: -7.601786 25.514452 -10.420979  0.0710
H: -8.072907 26.970750 -9.699438  0.0434
H: -8.953795 26.468335 -11.109452  0.0693
C: -12.235863 30.266472 -6.752207  -0.0694
C: -11.770164 29.000041 -6.020978  -0.6216
C: -12.779077 28.559855 -4.967447  -0.0674
O: -11.411671 27.971809 -6.870790  -0.2822
H: -12.515304 31.069686 -6.070850  0.0659
H: -13.076774 29.956499 -7.386339  0.0760
H: -11.481580 30.543028 -7.492778  0.0520
H: -10.854414 29.319337 -5.487192  0.0736
H: -12.582840 27.616251 -4.459673  0.0585
H: -13.813478 28.692445 -5.288144  0.0695
H: -12.626641 29.231650 -4.098605  0.0582
N: -6.126947 26.401653 -7.574892  -0.5449
O: -7.304449 26.525582 -7.104417  -0.1553
O: -5.401084 27.424533 -7.645618  -0.0433
O: -5.708462 25.302949 -7.911018  0.0207
N: -8.340400 28.320101 -5.165425  0.0164
C: -7.425077 27.678920 -4.435024  -0.1227
C: -6.592899 28.227001 -3.480165  -0.0405
C: -6.727865 29.577164 -3.193042  -0.0600
C: -7.666443 30.275354 -3.938907  -0.0604
C: -8.443109 29.624473 -4.874966  -0.1207
H: -7.284270 26.631572 -4.677067  0.1148
H: -5.857132 27.593746 -3.007971  0.1077
H: -6.114685 30.129778 -2.494148  0.1034
H: -7.724625 31.353881 -3.871643  0.1034
H: -9.192889 30.165444 -5.439057  0.1047
N: -8.729091 29.041059 -8.163140  0.0162
C: -9.545432 29.272616 -9.192220  -0.1366
C: -9.210253 30.077107 -10.266823  -0.0560
C: -8.024958 30.799971 -10.238255  -0.0672
C: -7.172531 30.546008 -9.178633  -0.0604
C: -7.532683 29.646734 -8.197357  -0.1227
H: -10.289446 28.493176 -9.365471  0.1168
H: -9.885138 30.182135 -11.105458  0.1040
H: -7.776258 31.428753 -11.082499  0.1016
H: -6.167190 30.946915 -9.151839  0.1041
H: -6.854892 29.296122 -7.427936  0.0938
N: -10.434783 26.489695 -2.924642  0.0905
C: -9.576496 25.598024 -2.466302  -0.1571
C: -9.236178 25.452220 -1.127044  -0.0756
C: -9.756239 26.355830 -0.213321  -0.0958
C: -10.689127 27.263029 -0.681018  -0.0871
C: -10.956038 27.339327 -2.038414  -0.1369
H: -9.166401 24.940531 -3.226817  0.1067
H: -8.609031 24.637020 -0.791252  0.0958
H: -9.643649 26.181402 0.850006  0.0980
H: -11.184282 27.985085 -0.041754  0.0954
H: -11.676034 28.067346 -2.392603  0.0839

Atoms 1-2, force components in eV/Å:
0.56 0.15 0.27
-3.96 -2.67 -1.48



Molecular formula: C21H29N5O4
Method: DFT, the ωB97M-V functional and the def2-TZVPD basis

Results
HOMO	-7.781	eV
energy above the lowest of the compared OMol25 structures with the same formula, charge and spin	69.98	kcal per mole
SMILES	O=C1[C@H]2CCCCN2C(=O)N1CCCCN1CCN(c2ccc([N+](=O)[O-])cc2)CC1
orbital gap	7.70	eV
energy	-1392.33352	Eh
charge	0
E_LUMO	-0.00288	Ha
2S+1	1

Last column: Löwdin charge in e.
Positions of all 59 atoms, in Å:
O: 5.183688 -0.669718 1.106681  0.1094
C: 4.116212 -0.112257 1.168541  -0.3808
C: 3.783656 1.281666 0.641918  -0.1672
C: 3.882156 1.377370 -0.884895  -0.1198
C: 3.212507 2.668439 -1.353874  -0.1865
C: 1.751313 2.699157 -0.905703  -0.1686
C: 1.666090 2.595018 0.618633  -0.1229
N: 2.423884 1.459096 1.073571  0.0009
C: 1.918532 0.348898 1.650500  -0.4568
O: 0.800466 0.183107 2.072592  0.0960
N: 2.961420 -0.592488 1.706380  0.0805
C: 2.763838 -1.891450 2.316343  -0.1117
C: 3.364616 -3.041875 1.508728  -0.1704
C: 2.891002 -3.133760 0.058558  -0.1692
C: 1.386752 -3.384791 -0.098987  -0.1871
N: 0.627041 -2.183476 0.184632  -0.1774
C: 0.505893 -1.258280 -0.919159  -0.1540
C: -0.640997 -1.644427 -1.871848  -0.1280
N: -1.889881 -1.705899 -1.143580  -0.0862
C: -2.712157 -0.622286 -1.023913  -0.2047
C: -2.378904 0.637765 -1.562138  -0.0085
C: -3.241732 1.701102 -1.480753  0.0077
C: -4.482766 1.553347 -0.864528  -0.1774
N: -5.372033 2.654555 -0.778975  -0.3710
O: -6.444514 2.485290 -0.222774  0.0646
O: -5.019084 3.715741 -1.268475  0.0610
C: -4.843697 0.313129 -0.336513  0.0082
C: -3.978234 -0.746190 -0.413535  -0.0038
C: -1.797199 -2.715911 -0.108180  -0.1203
C: -0.644704 -2.348732 0.850566  -0.1533
H: 4.441976 2.030402 1.100967  0.1714
H: 4.929857 1.343278 -1.182244  0.1243
H: 3.371804 0.519903 -1.330242  0.1156
H: 3.269173 2.736371 -2.441210  0.1126
H: 3.741247 3.526964 -0.934461  0.1164
H: 1.272401 3.622535 -1.231451  0.1139
H: 1.217731 1.860036 -1.356994  0.0997
H: 0.636258 2.463394 0.955868  0.1287
H: 2.076500 3.502669 1.076300  0.1311
H: 3.218954 -1.887150 3.313532  0.1346
H: 1.682913 -2.000576 2.417668  0.1110
H: 4.449865 -2.932093 1.503374  0.1007
H: 3.119160 -3.968517 2.031384  0.1147
H: 3.165648 -2.217769 -0.466132  0.0961
H: 3.429210 -3.955386 -0.418488  0.1136
H: 1.085269 -4.163763 0.604730  0.1236
H: 1.198455 -3.766130 -1.115773  0.1147
H: 0.291874 -0.271355 -0.496945  0.1079
H: 1.449753 -1.217191 -1.465746  0.1174
H: -0.453545 -2.643891 -2.280424  0.1217
H: -0.715421 -0.954916 -2.710947  0.1160
H: -1.421936 0.798869 -2.030141  0.0932
H: -2.970386 2.666534 -1.879845  0.1192
H: -5.813770 0.205577 0.123800  0.1202
H: -4.296746 -1.697374 -0.019208  0.1038
H: -1.599449 -3.682050 -0.585220  0.1270
H: -2.722644 -2.791524 0.456188  0.1069
H: -0.880954 -1.394583 1.333852  0.1172
H: -0.551208 -3.113002 1.623737  0.1240

Atoms 1-2, force components in eV/Å:
0.23 -0.08 -0.04
-0.04 0.48 -0.07